[1]
Formula: C37H38N3O14S2
Source: the OMol25 dataset
Level of theory: wB97M-V/def2-TZVPD

Element x y z (Å)
C1 -5.33459 6.43853 2.45142
C2 -5.53151 6.32668 0.93082
C3 -4.20159 6.39209 0.17108
C4 -4.17818 5.58444 -1.12289
N1 -4.39765 4.14603 -1.00678
S1 -3.49275 3.33028 0.11708
O1 -4.18319 3.39270 1.38532
O2 -2.18677 3.95272 0.11012
N2 -3.45080 1.88293 -0.56670
S2 -3.35857 0.60134 0.40747
O3 -3.09694 -0.51987 -0.47301
O4 -4.47638 0.42744 1.30221
C5 -1.87460 0.77837 1.38633
C6 -2.03390 1.56149 2.69322
C7 -0.73759 1.46679 3.52797
N3 0.26712 2.47376 3.10650
H1 -6.15953 6.96150 2.93369
H2 -5.18861 5.45530 2.89314
H3 -4.43417 7.02248 2.65736
H4 -6.06814 5.40755 0.70109
H5 -6.15941 7.16684 0.62458
H6 -4.01916 7.43548 -0.10866
H7 -3.37717 6.11097 0.82529
H8 -3.24765 5.77664 -1.65496
H9 -4.98501 5.95830 -1.75969
H10 -5.37381 3.90250 -0.90532
H11 -1.53457 -0.23404 1.59788
H12 -1.14264 1.26491 0.73947
H13 -2.89533 1.17181 3.23257
H14 -2.18683 2.61346 2.46785
H15 -0.99238 1.64101 4.57154
H16 -0.34134 0.46173 3.39511
H17 -0.02619 3.34083 3.54205
H18 0.10835 2.64600 2.11730
C8 4.12403 0.75687 1.57510
C9 2.82579 0.50340 1.72261
C10 2.34244 -0.87201 2.00361
O5 1.16512 -1.11116 2.14969
C11 3.35949 -1.95033 2.11415
C12 4.65417 -1.69121 1.96647
C13 5.13692 -0.31863 1.68420
O6 6.32359 -0.09236 1.54599
H19 4.50109 1.75091 1.37133
H20 2.07007 1.27573 1.66204
H21 2.98615 -2.94618 2.31537
H22 5.40954 -2.45773 2.04035
C14 -3.75766 2.01801 -4.24978
C15 -4.75075 2.33622 -3.42166
C16 -6.00156 2.94821 -3.92973
O7 -6.91446 3.25022 -3.18690
C17 -6.11323 3.18518 -5.39471
C18 -5.11993 2.86091 -6.21630
C19 -3.86155 2.25356 -5.70647
O8 -2.96522 1.96176 -6.47466
H23 -2.83808 1.57201 -3.89199
H24 -4.68170 2.16549 -2.35485
H25 -7.03789 3.62390 -5.74572
H26 -5.17606 3.02063 -7.28667
C20 8.46784 -5.28035 1.31796
C21 7.32723 -4.63127 1.10372
C22 6.01592 -5.30976 1.26923
O9 4.97373 -4.72361 1.07474
C23 6.02660 -6.73710 1.68261
C24 7.16886 -7.38395 1.89383
C25 8.47548 -6.70429 1.72732
O10 9.51950 -7.29618 1.92854
H27 9.43505 -4.80706 1.21028
H28 7.29881 -3.59019 0.80601
H29 5.05892 -7.20840 1.79779
H30 7.20369 -8.42320 2.19490
C26 10.76148 -6.38595 4.70742
C27 11.68022 -7.15739 5.28247
C28 12.33120 -6.76089 6.55547
O11 13.17015 -7.45990 7.08242
C29 11.91704 -5.47008 7.16562
C30 10.99857 -4.69773 6.59239
C31 10.35006 -5.09884 5.31822
O12 9.50987 -4.39944 4.79196
H31 10.26852 -6.64540 3.77637
H32 11.99606 -8.10077 4.85536
H33 12.40531 -5.20312 8.09423
H34 10.68109 -3.75388 7.01721
C32 -8.34886 -1.26160 -6.96957
C33 -8.49500 0.00850 -6.60228
C34 -8.37644 1.11184 -7.58799
O13 -8.50460 2.26851 -7.25110
C35 -8.08469 0.74735 -8.99743
C36 -7.94021 -0.52234 -9.36432
C37 -8.06388 -1.62795 -8.37951
O14 -7.93799 -2.78453 -8.71904
H35 -8.42743 -2.08267 -6.26873
H36 -8.69969 0.30092 -5.58001
H37 -7.99842 1.57001 -9.69593
H38 -7.72761 -0.81367 -10.38498

Computed properties:
* charge: -1
* orbital gap: 5.30 eV
* electronic energy: -93787.071 eV

=====

[2]
Formula: C37H38N3OsP2S3Te
Source: the OMol25 dataset
Level of theory: wB97M-V/def2-TZVPD

Element x y z (Å)
Os1 0.09921 0.15003 0.68722
C1 3.10471 -0.27192 2.26235
C2 2.09071 -0.36223 3.40191
P1 0.53075 0.50324 2.96232
C3 0.88031 2.27208 3.09843
C4 2.14752 2.75857 3.43623
C5 2.36159 4.12190 3.56253
C6 1.31592 5.01296 3.36023
C7 0.05066 4.54104 3.03963
C8 -0.16696 3.17930 2.90769
C9 -0.58463 0.06354 4.31892
C10 -1.13424 1.02254 5.16579
C11 -1.95511 0.63718 6.21808
C12 -2.23742 -0.70182 6.43310
C13 -1.67589 -1.66914 5.60718
C14 -0.85632 -1.28694 4.55978
P2 2.30599 -0.64880 0.66304
C15 2.36594 -2.47531 0.50300
C16 1.71800 -3.05088 -0.61736
C17 1.69935 -4.43757 -0.78686
C18 2.31121 -5.25190 0.14675
C19 2.95227 -4.69011 1.25245
C20 2.97918 -3.31555 1.43080
C21 3.47821 -0.04397 -0.55914
C22 3.62007 1.34024 -0.66541
C23 4.59616 1.87672 -1.48714
C24 5.43396 1.03347 -2.20807
C25 5.28888 -0.34300 -2.11388
C26 4.31372 -0.88536 -1.28885
H1 3.97058 -0.91425 2.42079
H2 3.49148 0.74190 2.14863
H3 2.48039 0.04411 4.33679
H4 1.81718 -1.40167 3.60844
H5 2.97092 2.08624 3.62966
H6 3.34237 4.48845 3.83343
H7 1.48634 6.07613 3.46490
H8 -0.77113 5.23386 2.91491
H9 -1.16248 2.81722 2.69085
H10 -0.91600 2.07290 5.03128
H11 -2.36762 1.39120 6.87457
H12 -2.88683 -0.99602 7.24638
H13 -1.86848 -2.71786 5.78890
H14 -0.40128 -2.06680 3.95722
H15 1.27994 -2.40700 -1.37626
H16 1.21918 -4.86660 -1.65657
H17 2.31042 -6.32539 0.01308
H18 3.43932 -5.33192 1.97474
H19 3.48811 -2.91011 2.29352
H20 2.98118 2.00334 -0.08993
H21 4.71911 2.94992 -1.55329
H22 6.21404 1.45118 -2.83034
H23 5.94597 -0.99729 -2.67032
H24 4.22418 -1.96201 -1.21489
Te1 -0.37006 -2.19577 1.08245
C27 -1.82646 -2.83893 -0.15821
C28 -2.31001 -2.31593 -1.34754
C29 -3.29245 -3.12992 -1.92427
C30 -3.54522 -4.25393 -1.16804
S1 -2.59069 -4.34464 0.21649
H25 -1.95043 -1.38806 -1.77357
H26 -3.80557 -2.91576 -2.84973
H27 -4.26804 -5.02921 -1.37677
S2 0.03557 0.07979 -1.78498
C31 0.24988 1.53575 -2.63493
N1 0.01224 1.61336 -3.92747
C32 0.11735 2.93363 -4.55679
C33 1.04748 3.74530 -3.66056
S3 0.86137 3.01693 -1.99601
H28 -0.35788 0.81786 -4.42934
H29 -0.87582 3.38182 -4.61727
H30 0.51865 2.83490 -5.56289
H31 0.76900 4.79455 -3.62309
H32 2.09180 3.65320 -3.95134
C34 -3.77717 -0.26483 1.06210
C35 -3.09532 0.99400 0.67212
N2 -1.79546 1.26954 0.62296
C36 -1.69674 2.60736 0.25479
C37 -2.93241 3.12604 0.07880
N3 -3.79648 2.09429 0.34423
H33 -3.05363 -1.02864 1.31106
H34 -4.41172 -0.63620 0.25674
H35 -4.40728 -0.09705 1.93673
H36 -0.74965 3.10669 0.15682
H37 -3.26586 4.11315 -0.18719
H38 -4.80326 2.15216 0.33156

Computed properties:
* charge: +3
* orbital gap (spin up / spin down): 5.86 / 5.86 eV
* electronic energy: -104278.353 eV
* energy above the lowest of the compared OMol25 structures with the same formula, charge and spin: 7.2 kcal per mole

=====

[3]
Formula: C37H38N7O3PSW
Source: the OMol25 dataset
Level of theory: wB97M-V/def2-TZVPD

Element x y z (Å)
W1 -0.56920 -0.27498 0.65076
C1 -0.58315 -0.90438 6.08013
O1 0.08396 -1.00337 4.76654
C2 -0.50086 -0.63409 3.69015
O2 0.13008 -0.72342 2.59671
N1 -1.74371 -0.14078 3.66419
N2 -2.25070 0.13613 2.38209
H1 0.15855 -1.25414 6.78653
H2 -1.45185 -1.55993 6.08434
H3 -0.83070 0.13767 6.27293
H4 -2.34516 -0.08833 4.47610
H5 -2.61790 1.08949 2.35304
H6 -3.02332 -0.49580 2.18145
N3 -2.53843 -1.54642 -1.55395
P1 -1.83419 -0.02330 -1.43725
C3 -1.85013 0.69620 -3.04552
C4 -3.09283 0.90252 -3.65784
C5 -3.12720 1.45301 -4.92675
C6 -1.94227 1.81341 -5.56346
C7 -0.71306 1.62596 -4.94285
C8 -0.66088 1.05959 -3.67818
C9 -2.91837 0.91402 -0.31828
C10 -2.56968 2.24714 -0.03780
C11 -3.43530 3.05904 0.68242
C12 -4.66463 2.55577 1.09958
C13 -5.03724 1.24211 0.79634
C14 -4.17265 0.42379 0.09354
C15 -2.34028 -2.52668 -0.60457
C16 -2.92300 -3.78632 -0.75573
C17 -2.68127 -4.75034 0.18790
C18 -1.84971 -4.45702 1.28039
C19 -1.32253 -3.20639 1.37750
N4 -1.56791 -2.21229 0.45930
H7 -3.01662 -1.80852 -2.40652
H8 -4.02264 0.65738 -3.15536
H9 -4.07768 1.61496 -5.41736
H10 -1.98134 2.25192 -6.55242
H11 0.19796 1.91964 -5.44676
H12 0.29561 0.90315 -3.19253
H13 -1.65541 2.67476 -0.43016
H14 -3.17161 4.08936 0.88610
H15 -5.35225 3.19687 1.63822
H16 -6.01319 0.87582 1.08947
H17 -4.47329 -0.58739 -0.15776
H18 -3.54931 -3.98609 -1.61570
H19 -3.12508 -5.73283 0.08369
H20 -1.62007 -5.20002 2.03140
H21 -0.66122 -2.94461 2.19117
N5 2.49680 6.39265 0.63773
C20 1.45435 5.81814 1.25997
O3 0.61217 6.37891 1.92095
C21 1.25826 4.31788 1.09188
C22 1.37917 3.63219 -0.11002
C23 0.93853 2.32746 -0.18671
N6 0.42066 1.66276 0.86721
C24 0.36062 2.32437 2.04932
C25 0.74841 3.63131 2.19081
H22 2.62534 7.38849 0.75063
H23 3.24385 5.86743 0.21835
H24 1.76050 4.11277 -1.00205
H25 0.96282 1.79875 -1.12931
H26 -0.03520 1.78234 2.89517
H27 0.62912 4.14517 3.13580
N7 1.00125 -1.20453 -0.05240
S1 2.40409 -0.70604 -0.86121
C26 2.64417 -1.92037 -2.08353
C27 2.96098 -3.23431 -1.72665
C28 3.15655 -4.15423 -2.73840
C29 3.05563 -3.75633 -4.07252
C30 2.75541 -2.44294 -4.41035
C31 2.54503 -1.50433 -3.41023
C32 3.69106 -0.97823 0.32908
C33 3.40420 -1.00604 1.68835
C34 4.46495 -1.14372 2.57436
C35 5.76636 -1.23194 2.10020
C36 6.02855 -1.18260 0.73484
C37 4.98892 -1.05224 -0.17152
H28 1.01182 -2.22140 0.04392
H29 3.08919 -3.52377 -0.68970
H30 3.41349 -5.17660 -2.49491
H31 3.23436 -4.48110 -4.85649
H32 2.70657 -2.14698 -5.44989
H33 2.34373 -0.47020 -3.65980
H34 2.39269 -0.93052 2.05878
H35 4.27240 -1.18597 3.63806
H36 6.58585 -1.34121 2.79804
H37 7.04553 -1.25144 0.37227
H38 5.19350 -1.02585 -1.23525

Computed properties:
* multiplicity: 3
* charge: +4
* orbital gap (spin up / spin down): 6.35 / 6.53 eV
* electronic energy: -77472.891 eV
* energy above the lowest of the compared OMol25 structures with the same formula, charge and spin: 13.4 kcal per mole
* expectation value of S²: 2.02

=====

[4]
Formula: C37H39AsCdO9P2S3
Source: the OMol25 dataset
Level of theory: wB97M-V/def2-TZVPD

Element x y z (Å)
Cd1 0.40569 -0.13714 1.22458
S1 -2.82691 -1.62614 0.79278
P1 -1.40201 -1.58864 -0.56502
C1 -0.30081 -0.25034 -0.85292
P2 -0.72681 1.36496 -1.35982
S2 -0.20961 2.94556 -0.32022
C2 0.16989 1.58926 -2.99282
C3 0.06129 0.63516 -3.99642
C4 0.72839 0.79236 -5.19792
C5 1.52129 1.90656 -5.41882
C6 1.63289 2.86706 -4.42962
C7 0.96369 2.70616 -3.22822
C8 -2.40611 1.67866 -2.06712
C9 -3.07961 0.65166 -2.70762
C10 -4.30311 0.87706 -3.30782
C11 -4.86991 2.13946 -3.25572
C12 -4.21331 3.16706 -2.59722
C13 -2.98151 2.94096 -2.01042
C14 -2.17741 -2.38584 -2.08572
C15 -3.51261 -2.77374 -2.03632
C16 -4.13021 -3.34384 -3.13332
C17 -3.43011 -3.51344 -4.31462
C18 -2.09561 -3.14744 -4.37092
C19 -1.46711 -2.61464 -3.25962
C20 -0.20491 -2.95904 -0.28232
C21 0.99549 -2.98284 -0.98672
C22 1.86159 -4.04824 -0.83742
C23 1.55279 -5.07764 0.03518
C24 0.37759 -5.04054 0.76448
C25 -0.50951 -3.99334 0.59158
H1 -0.55381 -0.23504 -3.82212
H2 0.63499 0.04406 -5.97512
H3 2.04969 2.02686 -6.35782
H4 2.24429 3.74536 -4.60262
H5 1.05109 3.45686 -2.45492
H6 -2.63811 -0.33154 -2.72322
H7 -4.80611 0.06456 -3.81902
H8 -5.82421 2.32346 -3.73302
H9 -4.66541 4.15086 -2.54822
H10 -2.44741 3.73326 -1.50402
H11 -4.05631 -2.61134 -1.11642
H12 -5.16171 -3.66394 -3.06352
H13 -3.91911 -3.92664 -5.18762
H14 -1.53251 -3.29084 -5.28382
H15 -0.41691 -2.36834 -3.30672
H16 1.25719 -2.14684 -1.62522
H17 2.79399 -4.07334 -1.38582
H18 2.24939 -5.89434 0.16168
H19 0.15909 -5.82374 1.47808
H20 -1.43301 -3.95484 1.15538
C26 3.41879 1.94386 0.64598
O1 2.64279 1.74116 1.80088
C27 2.30359 2.96476 2.40568
C28 1.22059 2.73496 3.44798
O2 0.02209 2.59686 2.74098
C29 -1.12361 2.48106 3.55068
C30 -2.34311 2.71046 2.66698
O3 -2.57551 1.58516 1.86808
C31 -3.76701 1.69576 1.14538
H21 4.32349 2.52446 0.88758
H22 2.83839 2.47136 -0.12132
H23 3.69729 0.96066 0.27778
H24 1.89629 3.65376 1.64868
H25 3.20519 3.41006 2.86608
H26 1.16829 3.60926 4.12498
H27 1.44539 1.84036 4.05298
H28 -1.10111 3.25316 4.34248
H29 -1.17461 1.48366 4.00828
H30 -2.17181 3.59836 2.03278
H31 -3.22711 2.89946 3.30638
H32 -4.62101 1.85756 1.82208
H33 -3.73061 2.53336 0.43328
H34 -3.90821 0.75576 0.61498
O4 0.91589 -2.59984 4.77648
As1 1.08209 -0.87784 4.42038
O5 0.82529 -0.17284 5.87188
O6 0.01239 -0.39204 3.28418
C32 2.98129 -0.59634 4.00998
C33 3.72029 0.07206 4.97828
C34 5.07319 0.30466 4.80308
C35 5.70029 -0.11584 3.63758
C36 4.96229 -0.78304 2.67438
C37 3.61259 -1.02234 2.86598
S3 2.73209 -1.92694 1.58198
O7 3.66819 -2.95814 1.16698
O8 2.48499 -0.93454 0.53128
O9 1.50619 -2.45044 2.16728
H35 0.87449 -2.96754 3.88648
H36 3.19319 0.38406 5.87458
H37 5.63959 0.81646 5.57208
H38 6.75949 0.06366 3.48498
H39 5.40929 -1.15164 1.76278

Computed properties:
* charge: -2
* orbital gap: 6.34 eV
* electronic energy: -173918.231 eV
* energy above the lowest of the compared OMol25 structures with the same formula, charge and spin: 33.0 kcal per mole